Entry 1:
Density functional theory data (wB97M-V/def2-TZVPD) for a 4-piece molecular cluster, C2H9NO5 overall in a non-equilibrium geometry.

Properties
**Kohn-Sham gap**: 10.86 eV
**Total charge**: 0
**LUMO**: 0.438 eV
**Relative energy (zero: lowest compared OMol25 entry of this formula, charge and spin)**: 64.74 kcal per mole
**SMILES string**: O=CNC=O.O.O.O
**HOMO**: -10.426 eV

Each line ends with the Löwdin charge.
CARTESIAN COORDINATES (ANGSTROEM)
O1 0.907 1.898 -0.527  0.08
C1 0.284 2.157 0.441  -0.27
N1 0.471 1.192 1.552  0.05
C2 1.472 0.168 1.672  -0.31
O2 2.308 -0.245 0.908  0.06
H1 -0.313 3.116 0.456  0.15
H2 -0.285 1.200 2.268  0.14
H3 1.558 -0.218 2.714  0.13
H4 -1.933 -1.287 0.078  -0.01
H5 -0.937 -0.164 0.420  -0.04
O3 -1.778 -0.400 0.195  0.02
H6 -1.916 0.017 -2.851  0.15
H7 -1.260 -0.487 -1.515  -0.09
O4 -1.503 -0.813 -2.312  -0.09
H8 -0.831 -2.508 -1.917  -0.03
H9 0.166 -2.728 -0.959  0.17
O5 -0.943 -2.845 -1.044  -0.12


Entry 2:
Density functional theory data (wB97M-V/def2-TZVPD) for a 2-piece molecular cluster, C2H9NOS overall in a non-equilibrium geometry.

Properties
**Kohn-Sham gap**: 9.92 eV
**Total charge**: 0
**LUMO**: 0.866 eV
**Relative energy (zero: lowest compared OMol25 entry of this formula, charge and spin)**: 22.21 kcal per mole
**SMILES string**: NCO.CS
**HOMO**: -9.057 eV

Each line ends with the Löwdin charge.
CARTESIAN COORDINATES (ANGSTROEM)
C1 -4.702 0.677 -1.365  -0.44
S1 -4.209 2.495 -1.533  0.58
H1 -5.695 0.383 -1.687  0.02
H2 -4.611 0.271 -0.357  0.02
H3 -3.926 0.304 -2.033  0.00
H4 -5.234 2.673 -2.362  -0.18
N1 3.865 -0.592 2.089  0.02
C2 3.708 -1.340 0.905  -0.34
O1 2.858 -0.780 -0.171  -0.10
H5 3.024 -0.261 2.522  0.07
H6 4.602 0.094 2.089  0.07
H7 3.236 -2.290 1.195  0.11
H8 4.625 -1.562 0.374  0.11
H9 2.460 -0.070 0.333  0.05


Entry 3:
Density functional theory data (wB97M-V/def2-TZVPD) for a 2-piece molecular cluster, C2H9NOS2 overall.

Properties
**Kohn-Sham gap**: 9.33 eV
**Total charge**: 0
**LUMO**: 0.570 eV
**Relative energy (zero: lowest compared OMol25 entry of this formula, charge and spin)**: 8.42 kcal per mole
**SMILES string**: NCCSS.O
**HOMO**: -8.760 eV

Each line ends with the Löwdin charge.
CARTESIAN COORDINATES (ANGSTROEM)
N1 0.540 -1.924 -0.777  -0.01
C1 0.956 -0.642 -0.255  -0.40
C2 0.246 -0.202 1.033  -0.53
S1 1.154 -1.060 2.358  0.39
S2 0.579 -0.337 4.176  0.29
H1 -0.469 -2.016 -0.865  0.07
H2 0.877 -2.670 -0.188  0.05
H3 2.047 -0.663 -0.200  0.10
H4 0.841 0.171 -0.976  0.10
H5 0.250 0.870 1.200  0.07
H6 -0.782 -0.564 1.007  0.07
H7 -0.692 -0.771 4.215  -0.20
H8 -1.677 3.859 -4.116  0.03
H9 -1.951 2.957 -2.824  0.03
O1 -1.919 2.992 -3.787  -0.06


Entry 4:
Density functional theory data (wB97M-V/def2-TZVPD) for a 2-piece molecular cluster, C2H9NS overall in a non-equilibrium geometry.

Properties
**Kohn-Sham gap (spin up / spin down)**: 2.24 / 8.69 eV
**Total charge**: -1
**LUMO (spin up / spin down)**: 3.543 / 3.443 eV
**Relative energy (zero: lowest compared OMol25 entry of this formula, charge and spin)**: 33.60 kcal per mole
**Multiplicity**: 2
**HOMO (spin up / spin down)**: 1.298 / -5.251 eV

Each line ends with the Löwdin charge.
CARTESIAN COORDINATES (ANGSTROEM)
S1 1.010 1.780 1.911  0.08
H1 0.767 2.812 2.700  -0.32
C1 -1.062 -0.660 0.450  -0.30
N1 0.193 -0.347 -0.250  -0.26
C2 0.334 -0.704 -1.744  -0.20
H2 -1.011 -0.292 1.556  0.05
H3 -1.362 -1.717 0.414  0.05
H4 -1.850 -0.016 0.064  0.04
H5 0.928 2.157 0.800  -0.39
H6 1.025 -0.711 0.289  0.07
H7 1.294 -0.426 -2.211  0.04
H8 0.288 -1.838 -1.860  0.06
H9 -0.555 -0.038 -2.120  0.09


Entry 5:
Density functional theory data (wB97M-V/def2-TZVPD) for a 2-piece molecular cluster, C2H9NS overall in a non-equilibrium geometry.

Properties
**Kohn-Sham gap (spin up / spin down)**: 6.68 / 1.46 eV
**Total charge**: +1
**LUMO (spin up / spin down)**: -5.435 / -10.652 eV
**Relative energy (zero: lowest compared OMol25 entry of this formula, charge and spin)**: 64.55 kcal per mole
**Multiplicity**: 2
**HOMO (spin up / spin down)**: -12.112 / -12.113 eV

Each line ends with the Löwdin charge.
CARTESIAN COORDINATES (ANGSTROEM)
S1 -3.527 0.881 -1.105  1.07
H1 -2.443 1.656 -0.677  -0.04
C1 1.263 0.721 -0.263  -0.10
C2 1.203 -0.697 0.294  -0.37
N1 -0.049 -1.058 0.914  -0.01
H2 2.042 0.755 -1.023  0.08
H3 1.328 1.533 0.446  0.07
H4 0.269 0.890 -0.728  0.04
H5 2.099 -0.826 0.935  0.11
H6 1.558 -1.456 -0.427  0.11
H7 0.101 -1.654 1.709  0.07
H8 -0.688 -0.315 1.082  0.03
H9 -3.157 -0.429 -1.156  -0.05


Entry 6:
Density functional theory data (wB97M-V/def2-TZVPD) for a 2-piece molecular cluster, C2H9O2 overall in a non-equilibrium geometry.

Properties
**Kohn-Sham gap**: 13.27 eV
**Total charge**: +1
**LUMO**: -3.815 eV
**Relative energy (zero: lowest compared OMol25 entry of this formula, charge and spin)**: 1.58 kcal per mole
**HOMO**: -17.089 eV

Each line ends with the Löwdin charge.
CARTESIAN COORDINATES (ANGSTROEM)
O1 -1.958 -0.924 -0.973  0.04
H1 -0.522 -0.697 -0.812  0.08
H2 -2.093 -1.484 -1.762  0.12
H3 -2.407 -0.100 -1.222  0.11
C1 1.076 0.578 0.132  -0.13
O2 0.501 -0.535 -0.704  0.09
C2 0.446 0.514 1.493  -0.05
H4 2.132 0.367 0.170  0.13
H5 0.845 1.496 -0.400  0.13
H6 1.069 -0.687 -1.481  0.18
H7 0.667 -0.442 1.961  0.10
H8 0.874 1.266 2.153  0.10
H9 -0.629 0.647 1.444  0.09


Entry 7:
Density functional theory data (wB97M-V/def2-TZVPD) for a 2-piece molecular cluster, C2H9O2 overall in a non-equilibrium geometry.

Properties
**Kohn-Sham gap**: 13.57 eV
**Total charge**: +1
**LUMO**: -3.519 eV
**Relative energy (zero: lowest compared OMol25 entry of this formula, charge and spin)**: 1.63 kcal per mole
**HOMO**: -17.093 eV

Each line ends with the Löwdin charge.
CARTESIAN COORDINATES (ANGSTROEM)
O1 0.163 -2.335 -0.793  0.03
H1 -0.193 -0.999 -0.232  0.09
H2 -0.435 -3.067 -0.610  0.10
H3 0.928 -2.704 -1.245  0.11
C1 0.452 0.833 0.629  -0.13
O2 -0.568 -0.182 0.256  0.12
C2 -0.006 2.201 0.137  -0.05
H4 0.495 0.853 1.711  0.13
H5 1.406 0.545 0.197  0.14
H6 -1.312 0.255 -0.186  0.17
H7 -0.791 2.608 0.781  0.10
H8 0.810 2.905 0.049  0.10
H9 -0.494 2.117 -0.843  0.09


Entry 8:
Density functional theory data (wB97M-V/def2-TZVPD) for a 3-piece molecular cluster, C2H9OS overall in a non-equilibrium geometry.

Properties
**Kohn-Sham gap**: 9.57 eV
**Total charge**: +1
**LUMO**: -6.219 eV
**Relative energy (zero: lowest compared OMol25 entry of this formula, charge and spin)**: 44.42 kcal per mole
**HOMO**: -15.792 eV

Each line ends with the Löwdin charge.
CARTESIAN COORDINATES (ANGSTROEM)
O1 -0.351 1.789 1.082  -0.12
H1 0.154 2.307 0.424  -0.05
H2 1.141 2.652 -0.940  0.07
H3 -0.481 2.399 1.820  0.06
C1 0.218 -2.164 -0.910  -0.11
C2 -0.414 -1.085 -0.159  -0.43
S1 -0.750 -1.282 1.416  1.11
H4 -0.451 -3.036 -1.019  0.13
H5 1.003 -2.682 -0.332  0.11
H6 0.667 -1.922 -1.854  0.10
H7 1.229 3.304 -0.591  0.09
H8 -0.671 -0.178 -0.704  0.10
H9 -1.295 -0.101 1.766  -0.05


Entry 9:
Density functional theory data (wB97M-V/def2-TZVPD) for a 2-piece molecular cluster, C2H9OS overall in a non-equilibrium geometry.

Properties
**Kohn-Sham gap**: 12.70 eV
**Total charge**: +1
**LUMO**: -3.537 eV
**Relative energy (zero: lowest compared OMol25 entry of this formula, charge and spin)**: 7.55 kcal per mole
**HOMO**: -16.236 eV

Each line ends with the Löwdin charge.
CARTESIAN COORDINATES (ANGSTROEM)
O1 -2.301 -0.784 0.067  -0.07
H1 -2.732 -1.647 0.013  0.08
H2 -2.750 -0.335 0.799  0.08
H3 -0.852 0.101 -0.405  0.01
C1 1.070 -1.112 0.549  -0.28
S1 0.548 0.160 -0.605  1.04
C2 0.648 1.708 0.305  -0.27
H4 2.117 -0.864 0.825  0.08
H5 0.445 -1.083 1.444  0.06
H6 0.861 -2.092 0.138  0.06
H7 1.508 1.733 0.976  0.07
H8 -0.336 1.709 0.819  0.07
H9 0.670 2.468 -0.483  0.07


Entry 10:
Density functional theory data (wB97M-V/def2-TZVPD) for a 2-piece molecular cluster, C2H9OS overall in a non-equilibrium geometry.

Properties
**Kohn-Sham gap**: 12.26 eV
**Total charge**: +1
**LUMO**: -3.843 eV
**Relative energy (zero: lowest compared OMol25 entry of this formula, charge and spin)**: 24.40 kcal per mole
**HOMO**: -16.105 eV

Each line ends with the Löwdin charge.
CARTESIAN COORDINATES (ANGSTROEM)
O1 0.071 -0.105 2.490  -0.06
H1 -0.690 0.368 2.810  0.04
H2 0.814 -0.068 3.114  0.08
H3 -0.742 0.407 0.679  0.04
C1 1.512 0.400 -0.533  -0.22
S1 -0.390 0.539 -0.737  1.01
C2 -0.827 -1.253 -1.063  -0.28
H4 2.028 0.415 -1.536  0.09
H5 1.628 1.256 0.100  0.03
H6 1.642 -0.528 0.080  0.07
H7 -1.774 -1.032 -1.736  0.08
H8 -1.247 -1.812 -0.251  0.05
H9 -0.099 -1.663 -1.813  0.08